Record 1
{"formula": "C5H11N", "method": "ωB97M-V with the def2-TZVPD basis set", "species": ["N", "C", "C", "C", "C", "C", "H", "H", "H", "H", "H", "H", "H", "H", "H", "H", "H"], "xyz": [[0.579, 2.584, -1.487], [-0.651, -0.922, 1.122], [0.109, -1.058, -0.245], [-0.380, -2.117, 2.035], [0.204, 1.477, -0.635], [0.331, 0.214, -1.021], [0.394, 2.318, -2.437], [-1.710, -0.874, 0.884], [-0.376, -1.779, -0.903], [-1.196, -2.823, 1.915], [0.810, 0.020, -1.985], [-0.543, -1.821, 3.081], [0.154, 3.369, -1.021], [-0.475, 1.741, 0.174], [-0.498, 0.100, 1.478], [0.478, -2.757, 1.853], [1.059, -1.501, 0.065]], "forces_ev_per_angstrom": [[0.0, -1.6, 2.3], [0.0, 0.1, -2.0], [-0.5, 0.4, 1.2], [-1.6, 0.2, 0.8], [-0.8, 0.2, -1.3], [0.8, -0.7, 0.1], [-0.3, 0.9, -0.3], [-0.3, -0.3, 0.0], [-0.1, -0.2, 0.1], [-0.3, -0.2, -0.3], [0.1, 0.2, 0.1], [0.8, -0.2, -0.1], [-0.1, 0.7, -1.3], [0.7, 0.0, 0.4], [0.7, -0.4, 0.7], [0.6, 0.7, 0.1], [0.3, 0.1, -0.5]], "mulliken_charge": [-0.556, -0.424, -0.488, -1.156, -0.017, -0.384, 0.213, 0.290, 0.297, 0.307, 0.261, 0.308, 0.262, 0.161, 0.298, 0.353, 0.274], "homo_ev": -8.18, "spin_multiplicity": 1}


Record 2
{"formula": "C5H11N", "method": "ωB97M-V with the def2-TZVPD basis set", "species": ["N", "C", "C", "C", "C", "C", "H", "H", "H", "H", "H", "H", "H", "H", "H", "H", "H"], "xyz": [[1.620, 0.262, -0.885], [2.268, 0.161, 0.488], [1.994, -0.866, -0.491], [-1.549, 0.652, -1.382], [-1.560, 0.181, 1.087], [-1.166, 0.912, 0.046], [-2.186, -0.702, 0.961], [1.608, 0.295, 1.347], [-2.418, 1.263, -1.657], [-1.812, -0.398, -1.544], [1.993, -1.896, -0.827], [-0.531, 1.780, 0.223], [3.265, 0.588, 0.584], [-0.053, -1.726, 1.093], [0.416, -2.300, 1.182], [-1.278, 0.439, 2.105], [-0.730, 0.912, -2.059]], "forces_ev_per_angstrom": [[0.2, -0.5, 0.0], [0.2, 0.2, 0.3], [-0.1, 0.3, -0.3], [0.0, 0.0, 0.0], [0.0, 0.1, -0.1], [-0.1, -0.1, 0.2], [0.1, 0.2, 0.0], [0.1, 0.0, -0.2], [0.1, -0.1, 0.0], [0.0, 0.1, 0.1], [0.0, 0.2, 0.0], [-0.1, -0.1, 0.0], [-0.2, -0.1, 0.0], [0.1, -0.1, 0.0], [-0.1, 0.0, 0.0], [0.0, 0.0, -0.1], [-0.1, -0.1, 0.1]], "mulliken_charge": [-0.336, -0.174, -0.260, -1.097, -1.079, 0.221, 0.386, 0.181, 0.326, 0.284, 0.329, 0.320, 0.250, -0.253, 0.264, 0.322, 0.317], "homo_ev": -9.49, "spin_multiplicity": 1}


Record 3
{"formula": "C5H11N", "method": "ωB97M-V with the def2-TZVPD basis set", "species": ["N", "C", "C", "C", "C", "C", "H", "H", "H", "H", "H", "H", "H", "H", "H", "H", "H"], "xyz": [[1.114, -0.954, -1.405], [0.420, -1.034, 1.696], [-1.185, -0.826, -0.752], [-0.347, 2.062, -0.500], [0.252, -0.350, -0.662], [0.523, 1.032, -0.034], [-1.000, 1.889, -1.345], [-0.506, 2.976, 0.059], [-1.206, -1.907, -0.620], [2.012, -0.470, -1.408], [-1.836, -0.382, 0.003], [0.318, 0.871, 1.143], [0.229, -2.050, 1.381], [1.598, 1.237, -0.103], [-0.267, -0.642, 2.437], [1.475, -0.841, 1.855], [-1.593, -0.611, -1.743]], "forces_ev_per_angstrom": [[-0.6, 0.2, 0.8], [0.4, -1.2, 1.3], [0.1, -0.2, 0.4], [-1.0, 1.0, -0.6], [0.6, 0.7, -1.8], [0.1, -1.8, 2.4], [0.0, 0.0, 0.0], [0.2, 0.0, -0.1], [0.0, 0.0, -0.1], [-0.1, 0.0, 0.1], [0.1, 0.1, 0.0], [0.5, 0.6, -2.3], [-0.2, 0.1, -0.3], [0.0, 0.1, 0.1], [0.0, 0.1, -0.1], [-0.1, 0.2, 0.0], [0.1, 0.1, 0.1]], "mulliken_charge": [-0.767, -1.220, -1.201, -0.962, 0.592, -0.222, 0.325, 0.328, 0.373, 0.247, 0.321, 0.163, 0.425, 0.432, 0.415, 0.376, 0.375], "homo_ev": [-8.75, -8.22], "spin_multiplicity": 1}


Record 4
{"formula": "C5H11N", "method": "ωB97M-V with the def2-TZVPD basis set", "species": ["N", "C", "C", "C", "C", "C", "H", "H", "H", "H", "H", "H", "H", "H", "H", "H", "H"], "xyz": [[-0.705, 1.348, 2.858], [0.592, -1.033, 0.157], [0.082, -0.988, -1.263], [-1.182, -1.250, -1.573], [1.127, -0.624, -2.268], [-0.498, 2.585, 2.746], [2.022, -1.238, -2.170], [0.736, -0.651, -3.286], [-1.583, 1.142, 3.326], [1.351, -1.816, 0.242], [-1.888, -1.497, -0.792], [1.463, 0.407, -2.109], [-1.543, -1.233, -2.591], [1.024, -0.093, 0.492], [0.408, 2.941, 2.264], [-1.208, 3.328, 3.117], [-0.197, -1.327, 0.851]], "forces_ev_per_angstrom": [[0.4, -0.3, -0.2], [-0.4, -0.7, 0.0], [0.3, 0.1, 0.4], [0.1, 0.0, 0.1], [-0.1, 0.5, -0.3], [-0.5, 0.0, 0.2], [0.0, -0.2, -0.1], [0.1, -0.2, 0.0], [-0.1, 0.1, 0.1], [0.2, 0.2, -0.1], [-0.1, 0.0, 0.0], [0.0, 0.0, 0.1], [0.0, 0.0, -0.1], [0.0, 0.1, -0.1], [0.1, 0.0, 0.0], [0.1, 0.2, -0.1], [0.0, 0.2, 0.0]], "mulliken_charge": [-0.407, -1.164, 0.943, -0.934, -1.170, -0.276, 0.297, 0.323, 0.225, 0.308, 0.260, 0.283, 0.267, 0.274, 0.244, 0.225, 0.302], "homo_ev": -9.12, "spin_multiplicity": 1}


Record 5
{"formula": "C5H11N", "method": "ωB97M-V with the def2-TZVPD basis set", "species": ["N", "C", "C", "C", "C", "C", "H", "H", "H", "H", "H", "H", "H", "H", "H", "H", "H"], "xyz": [[0.447, 2.165, 1.578], [-0.359, -0.325, -0.189], [-0.640, -1.539, -1.037], [0.444, -2.364, -1.325], [1.557, 2.885, 2.119], [-1.847, -1.650, -1.683], [-1.959, -2.488, -2.366], [-0.087, -0.632, 0.820], [2.464, 2.354, 1.756], [1.446, -1.994, -1.144], [-0.246, 2.877, 1.323], [1.769, 3.960, 2.134], [0.605, 0.113, -0.472], [0.369, -3.326, -1.806], [1.633, 2.580, 3.187], [-2.754, -1.089, -1.516], [-1.048, 0.508, -0.252]], "forces_ev_per_angstrom": [[-0.3, 1.3, -0.3], [1.5, 0.0, 0.2], [0.1, 1.2, -0.4], [-0.1, 0.3, -0.1], [1.3, -1.9, 0.8], [-0.1, -1.6, -0.1], [-0.1, 0.1, -0.1], [-0.7, 0.2, 0.3], [0.0, 0.4, -0.1], [-0.1, -0.2, 0.3], [-0.2, -0.3, -0.1], [-0.8, 0.1, -0.6], [-0.1, 0.0, -0.4], [-0.2, -0.1, -0.1], [-0.1, 0.2, 0.1], [0.3, 0.5, 0.2], [-0.4, -0.3, 0.3]], "mulliken_charge": [-0.421, -1.166, 0.987, -0.824, -0.717, -0.877, 0.267, 0.318, 0.235, 0.249, 0.154, 0.291, 0.316, 0.310, 0.264, 0.308, 0.306], "homo_ev": -5.66, "spin_multiplicity": 1}


Record 6
{"formula": "C5H11N", "method": "ωB97M-V with the def2-TZVPD basis set", "species": ["N", "C", "C", "C", "C", "C", "H", "H", "H", "H", "H", "H", "H", "H", "H", "H", "H"], "xyz": [[1.093, -0.690, 0.031], [1.773, -1.886, -0.468], [-1.492, 1.283, 0.525], [-1.431, 0.518, 1.649], [0.094, -0.088, -0.981], [-0.448, 1.307, -0.526], [-0.858, -0.457, 1.796], [1.567, 0.066, 0.372], [1.149, -2.787, -0.584], [2.242, -1.705, -1.450], [-2.411, 1.857, 0.370], [0.368, 2.028, -0.189], [-1.109, 1.668, -1.351], [-0.706, -0.888, -1.126], [0.583, 0.118, -1.947], [2.572, -2.374, 0.123], [-2.023, 0.503, 2.574]], "forces_ev_per_angstrom": [[-3.4, -2.0, -2.1], [0.8, -0.2, -0.6], [-0.5, -1.6, 3.2], [0.2, -1.8, 0.0], [0.8, -0.9, 1.2], [-0.9, -0.7, -0.7], [0.5, 1.9, -0.9], [2.3, 1.6, 1.1], [-0.7, 0.8, -0.1], [-0.1, -0.1, 0.0], [0.6, 0.5, 0.3], [-0.9, -0.8, -1.0], [1.6, 0.3, -0.2], [0.7, 1.4, 0.1], [0.0, -0.4, 0.1], [-0.2, 1.2, 0.4], [-0.8, 0.9, -0.9]], "mulliken_charge": [-0.236, -0.863, -0.240, -0.713, -0.678, -0.413, 0.198, 0.197, 0.255, 0.296, 0.322, 0.259, 0.270, 0.369, 0.387, 0.324, 0.266], "homo_ev": -8.48, "spin_multiplicity": 1}


Record 7
{"formula": "C5H11N", "method": "ωB97M-V with the def2-TZVPD basis set", "species": ["N", "C", "C", "C", "C", "C", "H", "H", "H", "H", "H", "H", "H", "H", "H", "H", "H"], "xyz": [[0.798, 0.324, -1.595], [1.951, -0.204, 0.601], [-0.548, -0.107, 0.183], [-0.771, 0.670, 1.336], [-1.723, -0.674, -0.640], [0.710, -0.292, -0.309], [-2.611, -0.231, -0.050], [-1.540, -1.715, -0.969], [-1.737, 1.172, 1.303], [0.021, 0.388, -2.181], [2.822, -0.847, 0.219], [2.262, 0.816, 0.621], [1.463, -0.860, 1.493], [-0.147, 1.578, 1.376], [1.621, 0.104, -2.097], [-0.823, 0.151, 2.358], [-1.747, -0.273, -1.648]], "forces_ev_per_angstrom": [[2.5, -1.4, 0.8], [-1.7, -3.9, -0.3], [0.6, -3.5, -2.3], [-1.1, 1.2, 4.1], [0.2, 2.1, 0.4], [-0.5, 3.0, -0.3], [0.6, -1.9, -1.3], [-0.9, 0.0, 1.4], [-0.6, -0.3, -0.3], [-1.4, 0.0, -0.6], [-1.3, 0.9, 0.3], [0.3, 0.8, 1.1], [1.9, 2.4, -1.2], [0.5, -0.6, 0.3], [0.8, -0.4, -0.8], [0.4, 0.7, -1.1], [-0.4, 0.9, -0.2]], "mulliken_charge": [-0.434, -1.172, 0.605, -1.504, -1.294, 0.452, 0.330, 0.317, 0.486, 0.144, 0.372, 0.371, 0.224, 0.334, 0.213, 0.247, 0.307], "homo_ev": -6.84, "spin_multiplicity": 1}


Record 8
{"formula": "C5H11N", "method": "ωB97M-V with the def2-TZVPD basis set", "species": ["N", "C", "C", "C", "C", "C", "H", "H", "H", "H", "H", "H", "H", "H", "H", "H", "H"], "xyz": [[-0.506, -2.186, -0.523], [-0.673, 2.658, 0.076], [-0.435, 1.380, 0.631], [0.120, -1.028, 0.148], [1.499, -0.667, -0.350], [-0.907, 0.103, 0.011], [-1.082, 2.752, -0.925], [-1.859, -0.083, 0.513], [2.069, -1.542, -0.660], [-0.282, 3.528, 0.584], [-1.284, -2.513, 0.030], [0.240, -2.888, -0.502], [1.474, 0.102, -1.128], [0.268, 1.431, 1.464], [0.186, -1.156, 1.245], [2.120, -0.241, 0.445], [-0.950, 0.350, -1.060]], "forces_ev_per_angstrom": [[1.9, 0.7, 0.5], [0.4, -0.6, -0.2], [0.4, 0.0, -0.6], [-1.3, -0.7, 1.5], [0.4, 0.5, 0.0], [1.6, 2.4, -0.2], [-0.2, 0.1, 0.1], [-0.4, -0.5, -0.4], [-0.2, 0.0, -0.4], [-0.3, 0.2, 0.1], [-0.2, -0.2, 0.0], [-0.7, -0.2, -0.4], [0.1, -0.4, -0.3], [-0.3, -0.5, 0.2], [0.1, -0.4, -0.2], [-0.3, 0.0, 0.2], [-1.0, -0.3, 0.1]], "mulliken_charge": [-0.629, -0.613, 0.128, 0.276, -1.209, -0.699, 0.316, 0.411, 0.348, 0.317, 0.263, 0.292, 0.308, 0.397, 0.297, 0.370, 0.427], "total_charge": 1, "homo_ev": [-13.80, -13.49], "spin_multiplicity": 2}


Record 9
{"formula": "C5H11N2", "method": "ωB97M-V with the def2-TZVPD basis set", "species": ["N", "N", "C", "C", "C", "C", "C", "H", "H", "H", "H", "H", "H", "H", "H", "H", "H", "H"], "xyz": [[-1.423, -1.625, -0.366], [-0.666, -1.713, 0.539], [1.329, 0.386, -0.812], [-2.394, -1.850, -1.084], [-0.245, 1.439, 0.699], [0.378, -0.978, 1.088], [0.825, 0.422, 0.597], [0.551, 0.403, -1.601], [-3.385, -1.797, -0.797], [-0.469, 1.580, 1.717], [-1.197, 1.168, 0.102], [1.288, -1.698, 0.931], [1.793, 0.548, 1.213], [0.182, -0.992, 2.309], [1.986, -0.427, -1.026], [0.149, 2.370, 0.297], [1.787, 1.300, -1.015], [-2.156, -2.243, -2.038]], "forces_ev_per_angstrom": [[1.6, 0.6, 2.8], [-1.4, -1.4, -1.3], [-1.3, -0.8, -1.2], [0.6, -0.7, -1.7], [-1.0, 0.4, -1.0], [2.7, 0.6, 2.9], [1.2, -1.9, 0.2], [-0.1, -0.4, 0.5], [-1.8, 0.7, 0.9], [-0.8, 0.5, 1.3], [1.5, 0.3, 0.9], [-1.6, 0.9, 0.5], [-1.8, 0.5, -0.4], [0.4, -0.2, -3.1], [0.7, -0.5, -0.1], [-0.3, 0.2, 0.0], [1.3, 1.4, -0.2], [0.1, -0.3, -1.0]], "mulliken_charge": [0.312, -0.072, -1.634, -0.271, -1.329, -0.621, 0.724, 0.334, 0.313, 0.411, 0.265, 0.404, 0.244, 0.330, 0.436, 0.417, 0.455, 0.282], "total_charge": 1, "homo_ev": -14.91, "spin_multiplicity": 1}


Record 10
{"formula": "C5H11N2", "method": "ωB97M-V with the def2-TZVPD basis set", "species": ["N", "N", "C", "C", "C", "C", "C", "H", "H", "H", "H", "H", "H", "H", "H", "H", "H", "H"], "xyz": [[-1.686, 0.504, -0.450], [1.462, 0.031, 0.504], [0.700, -0.881, -0.068], [-2.398, 0.852, 0.543], [-0.873, -0.601, -0.555], [-0.498, -1.592, 0.477], [2.406, 0.836, -0.305], [2.916, 1.617, 0.317], [1.752, 1.562, -0.931], [1.290, 0.401, 1.452], [-0.656, -1.527, 1.551], [-1.773, 1.242, -1.254], [-0.979, -1.011, -1.578], [3.201, 0.291, -0.765], [-0.643, -2.608, 0.127], [1.222, -1.290, -0.839], [-2.417, 0.446, 1.461], [-3.026, 1.726, 0.314]], "forces_ev_per_angstrom": [[-0.3, 1.9, -1.0], [2.1, 2.5, 2.9], [-2.5, 0.1, 0.5], [-1.1, 3.4, -2.7], [0.5, -0.9, -2.7], [0.8, -0.4, 0.5], [-2.0, 2.9, 0.9], [-0.4, -1.1, 0.1], [1.3, -1.6, 0.0], [0.0, -0.6, -1.0], [-0.3, 0.5, -0.2], [0.5, -2.4, 1.4], [0.0, 0.2, 0.8], [0.0, -0.5, -0.8], [0.1, 0.0, 0.2], [0.8, -1.6, -2.4], [0.1, -2.0, 2.9], [0.3, -0.3, 0.7]], "mulliken_charge": [-0.056, -0.268, -0.039, -0.302, -0.154, -0.811, -0.900, 0.322, 0.293, 0.283, 0.328, 0.373, 0.342, 0.305, 0.250, 0.452, 0.342, 0.240], "total_charge": 1, "homo_ev": [-12.15, -12.15], "spin_multiplicity": 1}


Record 11
{"formula": "C5H11N2", "method": "ωB97M-V with the def2-TZVPD basis set", "species": ["N", "N", "C", "C", "C", "C", "C", "H", "H", "H", "H", "H", "H", "H", "H", "H", "H", "H"], "xyz": [[1.534, 0.077, 0.244], [-0.881, -0.374, -0.118], [-1.239, -1.631, -0.758], [2.287, 0.476, -0.920], [1.868, 0.260, 1.432], [-2.813, 1.165, 0.543], [-1.873, 0.323, 0.203], [3.314, 0.533, -0.790], [2.007, 1.555, -1.057], [-0.540, -2.439, -0.360], [-1.041, -1.483, -1.916], [1.873, -0.093, -1.803], [-3.503, 0.864, 1.306], [0.439, -0.112, 0.144], [2.793, 0.711, 1.921], [1.165, -0.044, 2.236], [-2.349, -1.921, -0.446], [-3.043, 2.134, 0.138]], "forces_ev_per_angstrom": [[1.0, 0.6, 0.2], [-2.9, 0.6, 1.2], [-0.5, -1.7, -1.6], [-3.0, 1.4, -1.5], [0.8, 0.2, 3.5], [0.3, -0.9, 0.1], [0.9, 1.3, -0.3], [2.0, -0.7, 0.2], [0.0, -0.8, -0.3], [-1.0, 1.0, -0.6], [-0.8, -0.8, 2.3], [1.0, 0.6, 0.9], [0.1, -0.1, 0.7], [0.0, -0.5, -0.4], [-0.7, -0.6, -1.6], [0.1, 0.2, -0.8], [2.4, 0.5, -1.2], [0.2, -0.1, -0.8]], "mulliken_charge": [-0.083, -0.271, -0.887, -0.836, -0.141, -0.798, 0.552, 0.386, 0.349, 0.295, 0.294, 0.238, 0.251, 0.485, 0.284, 0.249, 0.344, 0.287], "total_charge": 1, "homo_ev": -13.62, "spin_multiplicity": 1}


Record 12
{"formula": "C5H11N2", "method": "ωB97M-V with the def2-TZVPD basis set", "species": ["N", "N", "C", "C", "C", "C", "C", "H", "H", "H", "H", "H", "H", "H", "H", "H", "H", "H"], "xyz": [[-2.647, -0.617, 1.791], [1.880, 0.740, -1.265], [2.125, 1.311, -0.145], [1.667, -1.193, -2.666], [-1.576, -0.570, 1.145], [1.876, -0.663, -1.472], [-3.070, 0.638, 2.422], [1.815, 1.337, -2.087], [-1.123, -1.464, 0.721], [2.066, -1.246, -0.582], [-1.032, 0.368, 0.940], [-4.046, 0.939, 2.049], [2.179, 2.391, -0.131], [2.281, 0.672, 0.714], [1.628, -2.268, -2.744], [1.596, -0.625, -3.584], [-3.144, 0.490, 3.494], [-2.345, 1.429, 2.198]], "forces_ev_per_angstrom": [[0.0, 0.3, 0.6], [0.8, 0.4, 0.2], [-0.2, -0.3, -0.6], [0.3, 0.0, 0.1], [0.4, 0.0, -0.4], [-0.3, -0.3, -0.2], [0.2, -0.2, -0.6], [-0.3, -0.1, -0.1], [-0.3, -0.1, -0.1], [-0.2, 0.0, 0.1], [0.0, 0.1, 0.3], [-0.1, -0.1, 0.0], [0.0, 0.0, 0.3], [0.0, 0.2, 0.2], [0.1, -0.1, -0.1], [-0.3, 0.1, 0.0], [0.0, -0.1, 0.1], [-0.1, 0.2, 0.2]], "mulliken_charge": [-0.330, -0.020, -0.127, -0.736, -0.067, 0.217, -0.616, 0.312, 0.257, 0.274, 0.009, 0.238, 0.284, 0.260, 0.261, 0.268, 0.237, 0.280], "total_charge": 1, "homo_ev": -12.45, "spin_multiplicity": 1}


Short version: E = -6852.15897; -6849.53428; -6848.42958; -6852.04648; -6846.07507; -6850.98620; -6850.19516; -6843.09524; -8332.90429; -8333.83556; -8333.85647; -8334.20012 eV, in the order given.
Short version: energy relative to the best compared isomer or geometry (same formula, charge and spin) = 31.6; 92.1; 117.6; 34.2; 171.9; 58.6; 76.9; 67.7; 97.2; 75.7; 75.2; 67.3 kcal/mol, in the order given.